{"formula": "C7H5PS", "method": "ωB97M-V/def2-TZVPD", "symbols": ["C", "C", "C", "C", "C", "C", "C", "P", "S", "H", "H", "H", "H", "H"], "coordinates": [[0.93383, -0.07175, 0.10142], [0.79191, 1.31171, -0.10041], [-0.13889, -0.90555, 0.09467], [-0.43486, 1.84755, -0.00189], [-1.47980, -0.39762, -0.06173], [-1.59217, 1.04447, -0.02519], [-2.63034, -1.28205, -0.06735], [-4.28867, -1.08794, -0.04780], [-3.12130, 1.70815, 0.01887], [1.97519, -0.56721, 0.19288], [1.62039, 1.89364, -0.18616], [-0.15931, -1.99558, 0.22551], [-0.72736, 2.83417, 0.03565], [-2.48554, -2.40128, -0.19436]], "forces_ev_per_angstrom": [[2.5, -1.7, -0.4], [-1.1, -2.0, 1.1], [-2.4, -0.6, -0.2], [-1.6, -1.4, -0.5], [1.1, 0.4, 0.6], [-0.3, -2.7, 0.1], [0.1, -0.9, -0.5], [1.8, 2.9, 0.1], [-2.4, -1.0, 0.0], [-1.8, 1.1, -0.2], [2.3, 1.6, -0.1], [0.9, 0.5, -0.1], [0.4, 2.4, -0.1], [0.5, 1.1, 0.3]], "nbo_charge": [-0.2564, -0.1459, -0.1540, -0.2429, -0.1690, -0.1669, -0.6356, 0.6775, -0.0228, 0.2208, 0.2112, 0.2126, 0.2192, 0.2523], "gap_ha": [0.22460, 0.22469]}